39
Properties=species:S:1:pos:R:3:forces:R:3:mulliken_charge:R:1 method="wB97M-V/def2-TZVPD" charge=0 homo_energy_ev=-8.93 homo_lumo_gap_ev=9.78 smiles="O=NN1CCCCCCCCCCCC1" energy_ev=-17857.939 e_above_lowest_kj_mol=162.0
C -2.257 0.612 0.801 -0.494 -0.726 1.028 -0.695
C -2.159 1.691 -0.279 -0.189 1.107 -1.202 -0.793
C -0.811 1.659 -1.126 -2.011 -1.806 -0.337 0.029
C 0.321 2.440 -0.551 1.074 0.473 -0.672 -0.698
C 0.899 2.075 0.795 0.060 0.102 1.090 -1.194
C 1.474 0.677 1.059 0.244 0.604 1.672 1.218
C 2.708 0.286 0.254 0.389 0.835 0.227 -0.826
C 2.353 -0.599 -0.950 0.799 2.147 -1.296 -0.589
C 2.033 -2.073 -0.733 0.750 -0.280 1.003 -0.678
C 0.874 -2.462 0.238 -1.244 1.228 -0.504 -0.876
C -0.536 -1.993 -0.262 1.329 0.055 -2.059 0.175
C -1.661 -1.924 0.712 -1.351 -0.151 -0.256 -0.938
H -3.123 0.851 1.534 1.488 -0.312 -1.096 0.279
H -1.269 0.531 1.336 -1.212 0.185 -0.226 0.294
H -2.274 2.702 0.231 0.177 -1.140 -0.528 0.368
H -3.026 1.601 -1.000 0.965 0.075 1.021 0.390
H -0.617 0.540 -1.192 0.185 1.621 -0.383 -0.216
H -1.003 2.035 -2.182 0.089 -0.528 1.297 0.337
H -0.057 3.460 -0.467 0.216 0.257 -0.015 0.415
H 1.129 2.469 -1.308 -0.198 0.048 0.265 0.368
H 1.624 2.824 1.102 0.469 0.183 -0.336 0.445
H 0.128 2.265 1.535 -0.444 -0.229 0.275 0.439
H 1.761 0.594 2.179 -0.776 0.257 -1.608 0.246
H 0.645 0.012 0.877 0.046 -0.616 0.080 -1.076
H 3.271 1.265 0.000 -0.886 -1.541 -0.182 0.333
H 3.418 -0.221 0.920 -0.133 -0.213 -0.184 0.390
H 1.696 0.033 -1.612 -0.350 -1.043 0.755 0.218
H 3.237 -0.540 -1.595 0.230 -0.543 0.044 0.411
H 2.951 -2.475 -0.212 -0.670 0.155 -0.750 0.304
H 1.997 -2.538 -1.755 -0.388 0.067 1.109 0.313
H 0.846 -3.518 0.346 0.142 -1.145 0.017 0.477
H 0.985 -2.084 1.288 0.382 -0.015 -0.968 0.335
H -0.919 -2.578 -1.142 0.676 0.179 0.660 0.555
H -0.424 -0.975 -0.724 0.114 -1.053 0.704 -0.481
H -1.317 -1.674 1.702 0.098 -0.425 0.642 0.409
H -2.347 -2.836 0.663 1.133 1.164 0.473 0.402
N -3.621 -1.143 -0.290 -1.128 2.078 -0.086 -0.508
N -2.509 -0.796 0.323 -0.971 0.703 -0.109 0.893
O -4.417 -0.195 -0.514 1.389 -1.754 0.435 -0.475



116
Properties=species:S:1:pos:R:3:forces:R:3:mulliken_charge:R:1 method="wB97M-V/def2-TZVPD" charge=+4 homo_energy_ev=-16.52 homo_lumo_gap_ev=7.03 energy_ev=-62501.448 e_above_lowest_kj_mol=31.7
C 2.513 1.109 4.333 -0.047 0.134 0.738 -1.163
C 1.101 1.450 4.801 -0.521 0.331 0.924 0.263
C 0.823 2.954 4.841 -0.119 -0.532 -2.141 -0.980
O 1.064 3.394 3.477 0.309 0.993 1.234 -0.213
C 0.674 4.772 3.350 -0.446 -0.586 -1.226 -0.823
N 0.169 0.781 3.844 -0.681 -1.580 -1.418 0.422
H 0.333 1.053 2.863 0.093 0.532 0.096 0.007
H 0.306 -0.248 3.747 0.858 -0.121 0.776 -0.199
H -0.838 0.795 4.016 0.174 0.778 0.546 0.454
H 3.216 1.648 4.969 0.039 0.300 -0.302 0.517
H 2.593 1.408 3.290 0.343 0.097 0.025 0.317
H 2.800 0.067 4.470 -0.547 -0.119 -0.089 0.269
H 0.802 1.127 5.799 0.514 -0.683 -0.099 0.378
H 1.452 3.395 5.615 0.180 0.270 -0.285 0.442
H -0.220 3.247 5.000 -0.108 -0.513 0.722 0.479
H -0.378 4.796 3.032 -0.171 0.127 0.370 0.234
H 1.209 5.187 2.495 0.341 0.137 0.329 0.231
H 0.785 5.375 4.246 0.286 -0.082 0.046 0.384
C 1.545 2.300 -2.533 0.238 -0.036 -0.230 -0.970
C 2.270 3.413 -3.281 -0.579 0.258 0.088 0.339
C 1.429 4.151 -4.328 0.606 -0.790 -1.179 -0.879
O 2.230 5.183 -4.846 -0.379 0.949 1.216 -0.397
C 1.479 6.344 -5.269 -0.590 -0.890 -0.916 -0.741
N 2.774 4.459 -2.321 0.102 0.312 0.088 -0.239
H 3.045 5.297 -2.858 0.098 -0.149 -0.248 0.347
H 2.047 4.759 -1.671 0.050 -0.112 0.121 0.329
H 3.584 4.123 -1.797 -0.048 0.108 0.102 0.385
H 1.162 1.617 -3.292 0.075 -0.162 0.104 0.086
H 0.689 2.612 -1.929 0.050 0.364 -0.128 0.214
H 2.206 1.751 -1.861 0.002 -0.113 -0.118 0.398
H 3.175 3.054 -3.770 -0.068 -0.128 -0.046 0.289
H 0.423 4.432 -3.997 0.191 0.414 0.370 0.466
H 1.276 3.472 -5.178 -0.250 -0.382 0.298 0.397
H 0.859 6.036 -6.118 0.280 0.181 -0.282 0.343
H 2.194 7.094 -5.584 -0.078 0.139 0.184 0.279
H 0.727 6.678 -4.550 0.549 0.192 0.525 0.324
C 4.653 -2.406 2.355 0.722 0.966 -0.206 -1.469
C 3.881 -3.004 1.208 0.646 -0.173 0.077 0.659
C 4.688 -4.162 0.590 -1.947 -0.083 0.403 -0.849
O 3.733 -4.891 -0.156 -0.858 -0.209 0.016 -0.281
C 4.189 -6.028 -0.879 0.959 0.011 -0.322 -0.765
N 2.582 -3.549 1.769 0.623 -1.097 0.037 0.182
H 2.802 -4.407 2.288 0.085 0.210 0.330 0.463
H 2.095 -2.911 2.410 -0.273 0.145 -0.182 -0.238
H 1.978 -3.921 1.037 -0.070 0.499 -0.211 0.286
H 5.650 -2.076 2.044 -0.113 -0.071 -0.442 0.475
H 4.906 -3.097 3.159 -0.650 -0.003 0.205 0.432
H 4.169 -1.475 2.657 -0.093 -0.271 0.600 0.200
H 3.620 -2.252 0.468 -0.178 -0.024 -0.013 0.031
H 4.981 -4.761 1.458 0.854 -0.173 -0.315 0.423
H 5.484 -3.766 -0.039 0.310 -0.179 0.252 0.460
H 3.390 -6.473 -1.467 -0.212 0.530 -0.061 0.242
H 4.569 -6.861 -0.281 0.088 0.371 0.482 0.319
H 4.996 -5.658 -1.516 -0.030 -0.475 -0.290 0.320
C 1.069 -1.175 -5.822 -0.945 0.377 -0.079 -1.493
C 0.118 -1.989 -4.914 1.848 -0.033 -0.527 0.254
C 0.300 -1.782 -3.412 -1.620 0.295 -0.680 -0.413
O -0.525 -2.735 -2.772 0.179 -0.024 0.059 -0.535
C -0.240 -2.874 -1.386 0.720 0.621 -0.223 -0.087
N -1.301 -1.735 -5.370 -0.459 -0.630 0.170 -0.225
H -1.536 -0.747 -5.273 0.077 0.089 -0.219 0.378
H -1.467 -2.028 -6.339 0.376 0.286 -0.144 0.398
H -2.026 -2.253 -4.859 0.425 -0.132 0.450 0.341
H 0.728 -0.147 -5.973 0.107 0.095 0.213 0.383
H 1.052 -1.633 -6.811 0.230 0.009 -0.020 0.447
H 2.092 -1.159 -5.457 -0.050 -0.153 0.096 0.408
H 0.435 -2.999 -5.173 -0.909 -0.395 0.333 0.263
H -0.116 -0.798 -3.150 0.518 0.328 0.120 0.033
H 1.361 -1.831 -3.167 0.001 -0.162 0.163 0.429
H -0.384 -1.943 -0.817 -0.604 0.032 -0.195 -0.404
H 0.844 -2.992 -1.278 -0.104 -0.715 0.186 0.386
H -0.850 -3.692 -1.017 0.202 -0.065 0.084 0.369
C -3.052 0.970 -0.633 1.877 0.166 -0.018 -1.241
C -3.231 2.416 -0.220 -0.758 0.506 -1.479 0.381
C -4.701 2.858 -0.144 0.082 -0.703 1.625 -0.938
O -4.747 4.201 0.260 0.164 -0.243 -0.246 -0.407
C -4.952 5.117 -0.832 0.269 -0.125 -0.255 -0.710
N -2.526 2.773 1.070 -0.325 -0.992 0.157 -0.132
H -2.927 3.656 1.411 0.160 0.222 -0.042 0.457
H -2.690 2.043 1.768 -0.449 0.173 0.063 0.362
H -1.506 2.765 0.995 0.016 0.485 -0.309 0.228
H -3.374 0.218 0.086 -0.697 0.072 -0.199 0.259
H -1.977 0.769 -0.745 0.092 0.090 0.194 0.194
H -3.389 0.822 -1.657 -0.720 -0.100 0.278 0.516
H -2.831 3.110 -0.962 0.549 -0.249 0.010 0.195
H -5.154 2.219 0.625 -0.276 0.318 0.245 0.374
H -5.282 2.609 -1.032 0.389 0.272 -0.370 0.500
H -6.018 5.288 -0.965 0.039 0.218 0.049 0.290
H -4.539 4.713 -1.762 -0.085 -0.141 0.012 0.333
H -4.389 6.027 -0.638 -0.344 0.121 0.277 0.289
C -3.355 -3.864 3.558 -0.017 1.232 0.982 -1.497
C -3.066 -3.447 2.136 0.994 -0.692 -0.328 0.447
C -4.280 -2.946 1.390 -0.027 0.702 -0.758 -0.813
O -3.909 -2.340 0.138 0.913 -0.313 0.660 -0.177
C -4.768 -2.643 -0.940 -0.719 0.358 0.033 -0.903
N -1.962 -2.384 2.065 -1.468 0.131 0.886 0.442
H -1.230 -2.628 2.732 1.058 -0.164 0.277 0.176
H -1.625 -2.249 1.115 0.074 0.028 0.013 -0.202
H -2.373 -1.522 2.421 0.187 0.197 -0.222 0.313
H -2.459 -3.913 4.182 0.206 -0.528 -0.338 0.428
H -3.914 -4.794 3.621 0.104 -0.054 -0.153 0.418
H -3.926 -3.092 4.086 -0.337 -0.083 -0.220 0.390
H -2.527 -4.277 1.674 -0.629 -0.174 -0.475 0.294
H -4.767 -2.129 1.929 -0.079 -0.222 0.567 0.316
H -5.012 -3.744 1.270 0.083 -0.117 -0.052 0.567
H -4.565 -1.927 -1.739 0.333 -0.329 -0.089 0.163
H -5.804 -2.422 -0.655 -0.016 -0.398 -0.028 0.424
H -4.644 -3.684 -1.245 -0.157 0.131 -0.210 0.349
N 1.095 -0.227 0.589 2.324 -1.730 -0.710 0.755
O 0.542 0.889 0.677 -0.571 -0.092 0.319 -0.795
O 1.807 -0.534 -0.405 -1.123 1.013 0.386 -0.598
O 1.053 -1.088 1.515 -1.183 1.150 -0.026 -0.167
N 0.889 -2.628 5.045 0.676 -0.839 2.695 0.760
O 0.422 -2.584 3.868 -0.706 0.433 -1.830 -0.655
O 0.965 -3.704 5.641 -0.133 0.835 -0.960 -0.598
O 1.264 -1.567 5.585 -0.371 -0.007 -0.754 -0.599



- The lowest charge belongs to which entry?
  C12H24N2O



- Which value of charge does entry 1 give?
  0